C12H26F6NO6 | the ωB97M-V functional and the def2-TZVPD basis

The geometry in XYZ format:
```
51
Properties=species:S:1:pos:R:3:forces:R:3:nbo_charge:R:1
O -0.00106 -0.06361 1.00708 0.8 -0.5 -1.4 -0.863
H 0.16081 -0.68543 1.74839 0.5 -1.0 2.4 0.565
H -0.73075 -0.41809 0.46916 -1.0 0.3 -0.4 0.524
H -0.14273 0.84896 1.33255 -0.2 1.4 1.4 0.561
C 0.65913 2.99106 2.05101 -2.3 -1.1 1.9 0.308
O 1.36992 2.26413 1.04972 0.7 1.0 -1.0 -0.574
O -0.33262 2.18122 2.58364 2.3 0.8 -1.3 -0.901
C 1.76679 3.54765 3.04573 -1.3 -2.1 -0.1 0.912
F 2.38737 4.59733 2.54359 1.0 1.3 -1.1 -0.349
F 1.29108 3.96039 4.21504 -0.6 0.1 0.7 -0.333
F 2.69794 2.61330 3.31083 0.2 0.0 0.1 -0.337
C 1.80954 2.93581 -0.13845 -1.2 -1.1 -0.2 -0.053
C 2.15537 1.82354 -1.13314 0.8 0.6 0.3 -0.620
H 3.00083 1.32092 -0.66189 0.1 -0.3 -0.4 0.214
H 1.40024 1.07677 -1.37476 -0.3 0.3 0.4 0.205
H 2.47895 2.30556 -2.05719 0.2 -0.2 -0.1 0.188
H 2.68295 3.58412 -0.04793 0.2 -0.1 0.5 0.163
H 1.01548 3.56350 -0.55015 -0.3 0.1 0.2 0.151
H 0.13186 3.88026 1.68912 0.5 0.6 -0.8 0.104
C 0.67508 -2.74619 2.99896 -0.1 4.2 -0.2 0.289
O 0.46964 -2.80769 1.55327 0.2 -1.1 0.4 -0.588
O 0.36938 -1.41755 3.29963 -0.7 -2.7 -0.3 -0.889
C -0.03530 -3.91323 3.81050 0.0 1.1 -0.9 0.920
F 0.27575 -5.14291 3.34211 -0.3 -0.4 -1.0 -0.358
F 0.44127 -3.94192 5.02920 0.6 0.5 1.8 -0.327
F -1.37785 -3.83033 3.93694 0.3 -0.1 -0.6 -0.335
C 1.33194 -3.61883 0.79135 -1.2 -0.5 -0.8 -0.056
C 0.98805 -3.32203 -0.67189 0.2 -0.2 0.6 -0.619
H 1.09826 -2.24549 -0.80467 0.2 0.0 -0.4 0.210
H 1.65128 -3.92309 -1.29486 0.1 0.3 -0.3 0.194
H -0.04128 -3.58658 -0.91549 -0.1 -0.1 0.2 0.194
H 1.11487 -4.66895 0.99935 0.2 -0.2 0.0 0.158
H 2.40569 -3.46485 0.91722 0.1 0.4 0.5 0.157
H 1.74906 -2.76624 3.20449 0.4 -1.4 0.0 0.133
C -1.83727 1.93101 -1.33131 0.5 0.3 0.2 -0.643
C -2.40840 0.56610 -1.61840 -0.7 -1.2 -0.5 -0.057
C -1.97556 -0.07041 -2.97451 -0.7 0.0 -0.3 -0.066
O -2.37251 0.76752 -4.06194 0.9 0.4 -0.4 -0.560
C -1.80290 0.48014 -5.37392 0.0 0.7 1.8 -0.249
N -2.19831 -0.42672 -0.49475 -0.1 0.0 -1.1 -0.832
H -1.67065 2.03174 -0.25774 -0.2 0.2 0.1 0.249
H -2.49206 2.72788 -1.68236 -0.1 -0.1 0.1 0.219
H -0.86244 2.12614 -1.78052 0.1 -0.3 -0.2 0.214
H -3.49882 0.60615 -1.62637 -0.1 0.6 -0.7 0.174
H -2.52282 -0.98416 -3.22114 -0.1 -0.5 0.9 0.159
H -0.92432 -0.36675 -2.95648 0.4 0.5 -0.1 0.172
H -2.50846 0.97587 -6.03796 0.1 -0.6 -0.4 0.197
H -1.60241 -0.58369 -5.50529 -0.6 -0.1 -0.3 0.172
H -0.82989 0.96331 -5.48079 0.1 0.2 0.1 0.171
H -2.36223 -1.33017 -0.92472 0.4 -0.4 0.0 0.359
H -3.04787 -0.34551 0.04968 0.2 0.2 0.7 0.374
```
Positions in Å, forces in eV/Å.

Calculated values
Largest force on an atom (eV/Å): 4.24
Total charge: -1
E (Eh): -1578.1774